{"formula": "C4H7FS", "method": "ωB97M-V/def2-TZVPD", "elements": ["C", "C", "C", "F", "C", "S", "H", "H", "H", "H", "H", "H", "H"], "xyz": [[1.120693, -0.707267, 1.041666], [-0.117481, 0.054967, 0.587099], [-1.305311, 0.061470, 1.146842], [-1.609023, -0.646515, 2.279146], [0.057298, 1.029752, -0.665987], [0.764550, 0.112141, -2.115112], [1.071351, -0.753310, 2.135348], [1.275551, -1.583174, 0.485652], [1.958951, 0.036060, 0.744754], [-2.267073, 0.466555, 0.662989], [0.572577, 1.977804, -0.391064], [-0.958638, 1.378104, -1.041309], [2.064487, -0.131195, -1.924613]], "atomic_forces_ev_per_a": [[0.22, 4.18, 0.25], [0.71, 1.24, -1.71], [-2.35, -0.23, -0.39], [0.35, 0.26, -0.53], [-0.74, -0.83, 0.88], [-0.92, 0.36, -0.40], [0.34, -0.67, -0.35], [0.07, -1.41, -0.34], [-0.85, -1.42, 0.74], [1.77, -0.30, 1.00], [0.10, -0.91, -0.21], [1.21, -0.67, 0.34], [0.09, 0.38, 0.73]], "lowdin_charge": [-0.06, -0.35, -0.13, -0.01, -0.49, 0.67, 0.08, 0.05, 0.10, 0.14, 0.08, 0.08, -0.17], "smiles": "C/C(=C\\F)CS", "e_above_lowest_kj_mol": 147.50}

{"formula": "C61H54ClNO6P3RbS2Si", "method": "ωB97M-V/def2-TZVPD", "elements": ["Rb", "C", "C", "C", "C", "C", "C", "P", "C", "C", "C", "C", "C", "C", "C", "C", "C", "C", "C", "C", "Si", "C", "C", "C", "C", "C", "C", "P", "C", "C", "C", "C", "C", "C", "C", "C", "C", "C", "C", "C", "C", "C", "C", "C", "C", "C", "P", "C", "C", "C", "C", "C", "C", "C", "C", "C", "C", "C", "C", "H", "H", "H", "H", "H", "H", "H", "H", "H", "H", "H", "H", "H", "H", "H", "H", "H", "H", "H", "H", "H", "H", "H", "H", "H", "H", "H", "H", "H", "H", "H", "H", "H", "H", "H", "H", "H", "H", "H", "H", "H", "H", "S", "C", "N", "C", "C", "C", "C", "C", "C", "S", "H", "H", "H", "H", "O", "H", "H", "O", "H", "H", "O", "H", "H", "O", "H", "H", "O", "O", "Cl"], "xyz": [[0.860498, -1.529233, -0.391163], [-1.591524, -4.228302, -5.291732], [-2.867851, -3.890835, -4.872525], [-3.054147, -2.937748, -3.878935], [-1.964263, -2.304861, -3.293262], [-0.684515, -2.635299, -3.739763], [-0.497089, -3.592656, -4.719323], [-2.020988, -1.012747, -1.971965], [-3.823790, -0.944596, -1.655555], [-4.561214, 0.229484, -1.772689], [-5.898750, 0.259427, -1.405301], [-6.516469, -0.884376, -0.924066], [-5.790772, -2.062448, -0.806046], [-4.452848, -2.090730, -1.159848], [-1.786943, 0.400618, -3.123546], [-2.301853, 0.356249, -4.421671], [-1.916107, 1.289823, -5.366280], [-0.941984, 2.223103, -5.032582], [-0.465288, 2.292342, -3.735567], [-0.938065, 1.443944, -2.722491], [-0.338544, 1.547032, -0.881642], [-2.065990, 1.812612, 0.027493], [-2.972441, 2.798847, -0.371823], [-4.201706, 2.974690, 0.241986], [-4.580183, 2.129316, 1.274277], [-3.711600, 1.135318, 1.690227], [-2.459064, 0.975583, 1.090078], [-1.289262, -0.333835, 1.668032], [-2.492429, -1.534685, 2.416088], [-3.044684, -1.438599, 3.695951], [-3.981793, -2.362443, 4.132146], [-4.376664, -3.407151, 3.306760], [-3.805609, -3.531730, 2.051212], [-2.866523, -2.609046, 1.615571], [-0.727673, 0.318388, 3.297467], [-1.112711, 1.522629, 3.870520], [-0.678092, 1.865150, 5.144732], [0.138291, 1.004916, 5.859790], [0.526227, -0.205200, 5.296169], [0.099023, -0.544852, 4.024573], [0.324042, 3.394330, -0.981162], [-0.247912, 4.476129, -1.661722], [0.388615, 5.699842, -1.775787], [1.643843, 5.884802, -1.208115], [2.236543, 4.845454, -0.518783], [1.592927, 3.610408, -0.424269], [2.196057, 2.279267, 0.687138], [1.833128, 3.395853, 2.143068], [2.762552, 4.000913, 2.988025], [2.355287, 4.882099, 3.981061], [1.014473, 5.190367, 4.143685], [0.079475, 4.596351, 3.308004], [0.482343, 3.707508, 2.328419], [4.023903, 2.464739, 0.653813], [4.753417, 1.929768, 1.717241], [6.139556, 1.935138, 1.703720], [6.822984, 2.446940, 0.609817], [6.106090, 2.902209, -0.487191], [4.720060, 2.898807, -0.473851], [-1.448828, -4.991718, -6.048124], [-3.731031, -4.380930, -5.309942], [-4.060738, -2.698247, -3.562141], [0.175695, -2.150243, -3.289987], [0.507968, -3.856099, -5.027326], [-4.082502, 1.120342, -2.154320], [-6.458649, 1.183209, -1.493807], [-7.561461, -0.857881, -0.637467], [-6.269104, -2.959439, -0.430382], [-3.877675, -3.005818, -1.069931], [-3.003839, -0.419596, -4.701110], [-2.334353, 1.260038, -6.366355], [-0.566358, 2.906506, -5.787010], [0.304012, 3.013791, -3.500605], [-2.707946, 3.452209, -1.193180], [-4.871867, 3.760327, -0.092076], [-5.547645, 2.236879, 1.751881], [-4.021642, 0.472911, 2.485988], [-2.754362, -0.637714, 4.364214], [-4.407815, -2.262282, 5.124499], [-5.119409, -4.118575, 3.649107], [-4.081924, -4.355892, 1.404564], [-2.393139, -2.735796, 0.650285], [-1.770796, 2.189081, 3.329062], [-0.975518, 2.812221, 5.578587], [0.473231, 1.275787, 6.854231], [1.162226, -0.881878, 5.853774], [0.386043, -1.492372, 3.578666], [-1.215826, 4.362750, -2.133885], [-0.088727, 6.514355, -2.311065], [2.148355, 6.841089, -1.292903], [3.200793, 5.000084, -0.050085], [3.818500, 3.807990, 2.862866], [3.097336, 5.349888, 4.618798], [0.699889, 5.891630, 4.907983], [-0.972797, 4.835158, 3.415881], [-0.250761, 3.263297, 1.665227], [4.223151, 1.493758, 2.557336], [6.685905, 1.524215, 2.545036], [7.906512, 2.454296, 0.596878], [6.632781, 3.257931, -1.364946], [4.171825, 3.205553, -1.354727], [5.227792, -1.211901, 0.513737], [4.730709, -2.856300, 0.226951], [3.664435, -3.223991, -0.383390], [3.563822, -4.590801, -0.501566], [2.514714, -5.274539, -1.118071], [2.579580, -6.652498, -1.195781], [3.660897, -7.354491, -0.662940], [4.696086, -6.693215, -0.020405], [4.637759, -5.311125, 0.058585], [5.778652, -4.195524, 0.764997], [1.661623, -4.718446, -1.493050], [1.778774, -7.195734, -1.679493], [3.699226, -8.433142, -0.749093], [5.527635, -7.241606, 0.403396], [2.964395, 1.565709, -2.969398], [3.141670, 1.142573, -2.102106], [2.539504, 0.866150, -3.478412], [2.324478, -1.616419, -2.716905], [2.599770, -2.453459, -2.322131], [2.647591, -0.966725, -2.047338], [0.360429, -4.021899, 1.892749], [1.191367, -4.352875, 1.536638], [-0.227512, -4.025038, 1.106097], [2.256626, -0.866606, 1.741514], [2.601754, -0.514733, 0.888716], [1.865865, -0.083824, 2.146096], [3.233465, -0.002497, -0.693630], [4.614125, -0.437854, -0.761833], [-0.926778, -3.998994, -0.905773]], "atomic_forces_ev_per_a": [[-0.52, -0.81, -0.14], [-0.03, -0.04, 0.02], [-0.03, -0.09, -0.05], [0.06, 0.06, 0.07], [0.02, -0.12, -0.04], [-0.01, 0.04, 0.10], [0.06, 0.06, -0.08], [-0.62, 0.10, -0.70], [0.01, -0.09, 0.19], [-0.01, -0.11, -0.08], [-0.05, 0.00, -0.02], [-0.08, 0.03, 0.01], [-0.03, -0.04, 0.00], [0.01, 0.08, -0.04], [-0.04, 0.18, -0.07], [-0.06, 0.17, -0.01], [-0.05, -0.07, -0.08], [-0.01, 0.05, 0.00], [-0.03, 0.04, -0.11], [0.03, -0.12, 0.09], [-0.26, 0.46, -0.38], [0.16, -0.17, -0.13], [-0.07, 0.14, 0.08], [-0.01, 0.08, -0.01], [0.02, 0.00, 0.06], [-0.04, 0.04, -0.06], [0.02, 0.12, 0.02], [-0.63, 0.01, 0.63], [-0.02, -0.08, -0.06], [-0.05, -0.05, -0.02], [-0.03, 0.03, 0.07], [-0.01, 0.02, -0.01], [-0.08, -0.10, -0.02], [0.05, 0.12, 0.05], [0.13, 0.06, -0.12], [-0.03, -0.08, 0.01], [0.00, 0.01, 0.10], [-0.01, 0.05, 0.03], [0.01, -0.03, 0.03], [0.03, 0.03, -0.07], [0.35, -0.33, 0.05], [-0.13, 0.22, 0.11], [-0.08, -0.01, -0.02], [0.08, 0.04, 0.05], [0.01, 0.07, -0.13], [-0.15, -0.08, -0.26], [0.44, 0.79, 0.90], [0.01, 0.03, 0.16], [-0.09, -0.09, 0.01], [0.01, 0.08, 0.06], [-0.01, 0.03, 0.03], [-0.08, 0.08, -0.05], [0.16, 0.01, 0.06], [-0.02, -0.25, -0.24], [-0.02, 0.07, -0.05], [0.02, 0.00, 0.08], [0.03, -0.05, -0.03], [0.09, 0.05, -0.02], [-0.05, -0.01, 0.10], [0.00, 0.02, -0.01], [0.00, 0.01, -0.01], [-0.01, 0.01, 0.00], [0.00, -0.04, -0.13], [0.01, 0.04, 0.00], [0.00, 0.02, -0.01], [0.01, 0.01, 0.01], [-0.01, -0.01, 0.01], [0.02, 0.00, 0.03], [-0.01, -0.03, 0.04], [0.03, -0.04, 0.00], [0.02, -0.03, -0.01], [0.03, 0.00, 0.01], [0.00, 0.03, -0.03], [-0.03, -0.01, -0.03], [0.00, 0.00, -0.03], [-0.01, 0.00, -0.01], [0.00, -0.03, 0.03], [0.03, 0.04, -0.02], [0.00, -0.01, 0.00], [0.02, -0.03, -0.01], [0.03, -0.02, -0.03], [-0.02, -0.04, -0.05], [0.00, 0.03, -0.04], [0.00, 0.01, -0.02], [0.02, 0.00, -0.01], [0.01, -0.02, -0.03], [0.06, -0.01, 0.02], [0.02, -0.02, -0.04], [-0.01, -0.02, -0.01], [0.00, 0.00, 0.01], [-0.01, -0.02, 0.05], [0.01, 0.01, 0.01], [0.02, -0.02, 0.00], [0.00, -0.01, 0.01], [-0.02, -0.03, 0.00], [-0.10, 0.02, 0.02], [0.03, -0.01, 0.02], [0.00, 0.00, 0.00], [0.00, -0.01, 0.00], [-0.02, -0.03, -0.03], [0.01, 0.06, -0.03], [-0.06, 0.20, 0.09], [0.08, -0.51, 0.03], [-0.32, 0.51, -0.15], [0.38, -0.59, 0.10], [0.07, 0.22, 0.05], [-0.04, -0.02, -0.05], [0.14, -0.03, 0.05], [-0.05, -0.12, 0.04], [-0.06, 0.28, 0.03], [-0.26, 0.16, -0.20], [-0.08, -0.10, -0.03], [-0.05, 0.03, 0.03], [-0.04, -0.01, 0.01], [0.00, -0.01, 0.00], [0.07, 0.11, -0.03], [-0.04, -0.09, -0.09], [-0.03, 0.04, 0.03], [0.10, -0.06, -0.27], [0.19, 0.03, -0.15], [0.39, 0.08, -0.11], [0.01, 0.07, 0.10], [0.01, 0.01, 0.03], [0.04, -0.11, 0.02], [0.29, 0.17, 0.46], [0.47, 0.23, 0.25], [-0.06, 0.00, 0.09], [0.04, -0.34, 0.29], [0.39, 0.05, -0.51], [-0.09, -0.63, 0.11]], "lowdin_charge": [0.64, -0.11, -0.10, -0.11, -0.42, -0.15, -0.08, 1.03, -0.35, -0.09, -0.10, -0.11, -0.09, -0.13, -0.39, -0.10, -0.11, -0.10, -0.11, -0.30, 0.64, -0.31, -0.11, -0.11, -0.10, -0.09, -0.38, 1.03, -0.34, -0.10, -0.10, -0.10, -0.08, -0.12, -0.37, -0.10, -0.09, -0.10, -0.08, -0.11, -0.30, -0.13, -0.10, -0.10, -0.10, -0.38, 1.10, -0.31, -0.09, -0.10, -0.12, -0.10, -0.10, -0.36, -0.15, -0.12, -0.11, -0.08, -0.09, 0.09, 0.09, 0.09, 0.07, 0.10, 0.10, 0.10, 0.09, 0.10, 0.09, 0.10, 0.09, 0.09, 0.09, 0.08, 0.09, 0.09, 0.09, 0.10, 0.09, 0.09, 0.10, 0.00, 0.10, 0.10, 0.09, 0.10, 0.11, 0.08, 0.09, 0.09, 0.10, 0.08, 0.09, 0.09, 0.10, 0.09, 0.11, 0.10, 0.09, 0.10, 0.10, 0.97, -0.85, 0.04, -0.31, -0.01, -0.08, -0.11, -0.11, -0.48, 1.01, 0.06, 0.11, 0.09, 0.10, -0.08, -0.02, 0.02, -0.18, -0.01, -0.05, -0.14, 0.00, -0.13, -0.25, -0.10, -0.02, -0.49, -0.55, -0.09], "e_tot_ha": -5457.38627, "total_charge": -2}

{"formula": "C5H35NO11S2", "method": "ωB97M-V/def2-TZVPD", "elements": ["N", "C", "C", "C", "S", "S", "C", "C", "H", "H", "H", "H", "H", "H", "H", "H", "H", "H", "H", "H", "H", "H", "H", "O", "H", "H", "O", "H", "H", "O", "H", "H", "O", "H", "H", "O", "H", "H", "O", "H", "H", "O", "H", "H", "O", "H", "H", "O", "H", "H", "O", "H", "H", "O"], "xyz": [[-0.199751, 3.427659, 0.199414], [0.768937, 3.162624, -0.839683], [0.004421, 2.743741, -2.098528], [1.862503, 2.076731, -0.531444], [0.945938, 0.525037, -0.282328], [1.949414, -0.579249, 1.188935], [3.613231, -1.000343, 0.547253], [4.103663, -0.367651, -0.749211], [0.179473, 3.532370, 1.132668], [-1.026106, 2.861271, 0.215794], [1.333188, 4.094308, -0.950984], [-0.961986, 2.282503, -1.948885], [0.673720, 2.124449, -2.699444], [-0.182884, 3.633610, -2.695766], [2.635881, 2.130165, -1.297637], [2.421974, 2.249061, 0.393284], [4.383410, -0.709712, 1.262278], [3.410607, -2.064133, 0.399879], [3.783899, -0.985026, -1.594034], [5.189453, -0.316276, -0.779275], [3.707935, 0.619365, -0.921674], [-1.768708, -2.626193, 1.941391], [-1.701881, -4.064762, 1.249843], [-1.529990, -3.107037, 1.101669], [1.490252, -0.634018, -4.184798], [1.038660, -1.665843, -3.042396], [1.785301, -1.318503, -3.535525], [-0.853184, -0.856771, -3.185296], [-2.285703, -0.873819, -3.199257], [-1.565837, -1.152966, -3.784068], [1.497492, 2.882207, 3.777767], [1.295956, 1.910218, 2.604301], [1.052532, 2.773487, 2.929780], [-3.123085, -2.768884, 0.294199], [-3.923168, -2.430455, -0.930392], [-3.945888, -2.272721, 0.039461], [-1.129260, -1.576889, 3.907940], [-2.066817, -0.497692, 3.118437], [-2.056934, -1.314420, 3.670269], [-2.710226, 1.053025, -2.564296], [-3.371442, 0.223843, -1.338861], [-3.255278, 0.307593, -2.316253], [1.012861, -3.467071, -0.922621], [1.910876, -3.597029, -2.127815], [1.010299, -3.335725, -1.895116], [-3.889641, -0.636382, 0.536169], [-4.458709, 0.755483, 0.408363], [-3.574324, 0.329121, 0.406189], [1.403159, -1.978755, 3.459477], [0.747761, -1.340860, 4.725369], [0.672393, -2.063392, 4.102518], [-2.714316, 1.064097, 1.766303], [-1.405174, 1.681518, 2.441681], [-2.184915, 1.159104, 2.594953]], "atomic_forces_ev_per_a": [[0.63, 0.17, 0.37], [-1.24, -0.45, 0.80], [1.18, 0.99, -0.74], [0.26, 0.54, 0.65], [1.10, -0.81, 1.21], [-0.85, 1.11, -1.72], [0.36, 0.75, -0.50], [-0.57, -0.64, -0.87], [-0.01, 0.19, -0.06], [-0.18, -0.29, -0.20], [0.17, -0.23, -0.42], [-0.01, -0.33, 0.43], [-0.36, -0.21, -0.24], [-0.14, 0.03, -0.08], [-0.40, -0.54, -0.45], [-0.37, 0.14, 0.12], [-0.52, -0.68, 0.73], [0.74, -0.07, 0.38], [-0.03, 0.22, -0.05], [0.00, -0.04, 0.23], [0.17, 0.18, 0.10], [0.18, -0.62, -0.49], [0.23, 1.01, 0.18], [-0.34, -0.40, 0.69], [0.05, -1.13, 0.81], [-0.33, -0.26, -0.19], [0.42, 1.41, -0.64], [-0.01, -0.40, -0.72], [-0.84, -0.02, -0.32], [1.03, 0.30, 0.85], [-0.06, 0.02, 0.00], [0.18, -0.43, 0.10], [-0.13, 0.31, -0.06], [-0.51, 0.66, 0.31], [-0.47, 0.38, 0.70], [0.80, -0.94, -1.02], [-1.21, 0.60, -0.63], [0.42, -0.27, 0.78], [0.75, -0.76, -0.35], [-0.07, 0.29, 0.31], [0.42, 0.64, -0.53], [-0.48, -0.67, 0.28], [-0.44, 0.05, -0.79], [-0.12, -0.02, -0.40], [0.41, -0.08, 1.34], [1.08, 0.74, -0.41], [0.70, 0.19, -0.01], [-1.96, -0.83, 0.33], [-0.62, -0.04, 0.73], [0.31, 0.23, 0.29], [0.48, -0.23, -0.71], [0.53, 0.07, 0.35], [0.31, 0.45, -0.19], [-0.66, -0.29, -0.25]], "lowdin_charge": [0.05, -0.48, -0.06, -0.42, 0.79, 0.72, -0.48, -0.12, 0.05, 0.06, 0.15, 0.06, 0.08, 0.10, 0.09, 0.08, 0.09, 0.08, 0.08, 0.10, 0.02, 0.05, 0.08, -0.09, 0.07, -0.03, -0.08, 0.00, -0.02, -0.07, 0.07, -0.02, -0.04, 0.03, 0.08, -0.07, 0.00, -0.01, -0.10, 0.03, 0.01, -0.06, 0.05, 0.05, -0.05, 0.07, 0.10, -0.10, 0.01, 0.06, -0.05, 0.02, 0.01, -0.05], "s2": 0.755, "total_charge": 1, "e_above_lowest_kj_mol": 0.00, "spin_multiplicity": 2}